(1)
ORCA calculation (ωB97M-V with the def2-TZVPD basis set) on 2 unconnected molecules or ions with the total composition C2Cl3FO in a non-equilibrium geometry.

The geometry in XYZ format:
```
7
C2Cl3FO, DFT ωB97M-V with the def2-TZVPD basis set
C -1.427 0.271 -0.467
C 2.446 -0.505 -0.004
O -1.178 -0.458 -1.359
F -0.645 1.285 -0.105
Cl 2.455 0.901 0.907
Cl 1.250 -1.608 0.528
Cl -2.901 0.115 0.500
```

The calculation puts the molar mass at 165.4 Da. The energy above the lowest of the compared OMol25 structures with the same formula, charge and spin is 61.6 kcal per mole.

Atomic partial charges in e from the natural (NBO) method, atoms 1 to 4: number 1, C, carries 0.816; number 2, C, carries -0.112; number 3, O, carries -0.496; number 4, F, carries -0.302

(2)
ORCA calculation (ωB97M-V with the def2-TZVPD basis set) on a single C15H20ClN5O molecule.

The geometry in XYZ format:
```
42
C15H20ClN5O, DFT ωB97M-V with the def2-TZVPD basis set
C -4.083 -0.595 -2.282
C -5.125 -0.400 -1.188
C -4.514 -0.509 0.214
C -5.584 -0.404 1.298
N -3.524 0.527 0.412
C -2.211 0.322 0.494
N -1.756 -0.946 0.459
C -0.455 -1.051 0.550
Cl 0.183 -2.635 0.491
N 0.421 -0.082 0.670
C -0.126 1.148 0.706
N 0.700 2.191 0.870
C 2.132 2.049 0.866
C 2.691 1.879 -0.561
O 4.070 1.616 -0.564
C 4.514 0.352 -0.270
C 5.899 0.191 -0.304
C 6.465 -1.040 -0.042
C 5.661 -2.129 0.257
C 4.288 -1.969 0.291
C 3.706 -0.738 0.033
N -1.428 1.398 0.611
H -3.605 -1.566 -2.181
H -4.546 -0.536 -3.264
H -3.312 0.170 -2.219
H -5.903 -1.159 -1.285
H -5.598 0.579 -1.298
H -3.977 -1.457 0.306
H -5.129 -0.464 2.284
H -6.117 0.541 1.217
H -6.300 -1.215 1.198
H -3.827 1.489 0.415
H 0.284 3.104 0.775
H 2.578 2.927 1.335
H 2.387 1.163 1.452
H 2.133 1.089 -1.076
H 2.576 2.812 -1.121
H 6.509 1.049 -0.542
H 7.539 -1.150 -0.072
H 6.103 -3.092 0.461
H 3.649 -2.807 0.524
H 2.632 -0.654 0.080
```

The calculation puts the molar mass at 321.8 Da. As for the structure (SMILES): CC[C@H](C)Nc1nc(Cl)nc(NCCOc2ccccc2)n1.

Atomic partial charges in e from the natural (NBO) method, atoms 1 to 4: number 1, C, carries -0.608; number 2, C, carries -0.396; number 3, C, carries -0.059; number 4, C, carries -0.606

(3)
ORCA calculation (ωB97M-V with the def2-TZVPD basis set) on a single C6H10O molecule in a non-equilibrium geometry.

The geometry in XYZ format:
```
17
C6H10O, DFT ωB97M-V with the def2-TZVPD basis set
C 1.951 -0.349 -0.809
C 0.533 -0.840 -0.999
C -0.259 -1.428 0.132
C -0.683 -0.116 -0.456
C -0.537 1.129 0.398
C -1.553 1.137 1.704
O -2.513 1.301 0.985
H 2.660 -1.174 -0.937
H 2.111 0.066 0.191
H 2.205 0.426 -1.543
H 0.368 -1.309 -1.969
H -0.878 -2.301 -0.041
H 0.166 -1.360 1.131
H -1.560 -0.138 -1.108
H -0.764 2.013 -0.248
H 0.420 1.279 0.841
H -1.668 1.664 2.729
```

The calculation puts the molar mass at 98.1 Da. The energy above the lowest of the compared OMol25 structures with the same formula, charge and spin is 70.2 kcal per mole. As for the structure (SMILES): C[C@H]1C[C@H]1CC=O.

Atomic partial charges in e from the natural (NBO) method, atoms 1 to 4: number 1, C, carries -0.608; number 2, C, carries -0.209; number 3, C, carries -0.421; number 4, C, carries -0.240

(4)
ORCA calculation (ωB97M-V with the def2-TZVPD basis set) on a molecular structure, C25H22AgBrN6Se.

The geometry in XYZ format:
```
56
C25H22AgBrN6Se, DFT ωB97M-V with the def2-TZVPD basis set
Ag 0.829 -0.320 -2.875
C 3.503 3.644 2.732
C 2.738 2.499 2.128
C 1.430 2.202 2.518
C 0.705 1.190 1.929
C 1.226 0.384 0.883
N 0.502 -0.554 0.224
C -0.261 -1.386 0.960
C 0.061 -1.791 2.288
C -0.706 -2.681 3.007
C -1.862 -3.258 2.479
C -2.671 -4.268 3.246
C -2.199 -2.879 1.187
C -1.444 -1.975 0.455
N -1.932 -1.610 -0.829
C -2.973 -0.790 -1.095
C -3.094 -0.724 -2.462
C -2.030 -1.512 -2.948
N -1.346 -2.059 -1.952
C 2.565 0.678 0.537
C 3.282 1.706 1.128
N 3.235 -0.138 -0.421
C 4.126 -1.118 -0.171
C 4.532 -1.620 -1.387
C 3.802 -0.875 -2.332
N 3.027 0.020 -1.735
H 3.211 3.810 3.772
H 3.333 4.582 2.195
H 4.579 3.456 2.717
H 0.963 2.792 3.303
H -0.308 0.988 2.260
H 0.954 -1.379 2.741
H -0.391 -2.945 4.014
H -2.580 -4.109 4.323
H -2.354 -5.297 3.044
H -3.732 -4.205 2.993
H -3.087 -3.283 0.709
H -3.529 -0.331 -0.294
H -3.801 -0.145 -3.032
H -1.692 -1.649 -3.965
H 4.299 1.872 0.785
H 4.383 -1.375 0.844
H 5.226 -2.423 -1.566
H 3.757 -0.948 -3.408
Br -5.034 3.690 -2.337
C -3.262 2.976 -2.216
C -2.581 2.640 -3.365
C -1.300 2.108 -3.226
N -0.729 1.932 -2.033
C -1.412 2.254 -0.943
C -2.695 2.789 -0.971
H -3.016 2.754 -4.348
H -0.727 1.747 -4.087
H -0.917 2.065 0.003
H -3.223 3.030 -0.059
Se 0.618 -0.159 -5.344
```

The calculation puts the molar mass at 673.2 Da. The charge is -2. The energy above the lowest of the compared OMol25 structures with the same formula, charge and spin is 14.6 kcal per mole.

Atomic partial charges in e from the natural (NBO) method, atoms 1 to 4: number 1, Ag, carries 0.696; number 2, C, carries -0.609; number 3, C, carries -0.120; number 4, C, carries -0.195

no.,lowest unoccupied orbital energy (Eh)
1,-0.0381
2,0.0279
3,0.0240
4,0.1443